Model A:
The following is a DFT calculation (ωB97M-V/def2-TZVPD) of a 2-piece molecular cluster, C3H9NO3 overall.

CARTESIAN COORDINATES (ANGSTROEM)
N (-0.58, -0.89, -0.94)
H (0.94, -2.01, -0.32)
H (-0.24, -0.61, -1.83)
H (0.03, -1.40, 0.98)
H (3.63, 3.01, -0.27)
H (1.97, 0.89, 0.29)
C (0.51, -1.08, -0.04)
H (3.32, 1.63, -0.12)
O (-2.26, 0.50, -1.45)
O (3.59, 2.34, 0.44)
H (-3.07, -1.55, 0.71)
H (-1.79, -0.56, 1.44)
C (-2.54, -0.52, 0.71)
C (-1.81, -0.33, -0.58)
H (-3.09, 0.44, 0.90)
O (1.37, 0.12, 0.07)

SMILES: CC(=O)NCO.O
LUMO: 0.5 eV
Multiplicity: 1

Atomic partial charges in e from the Mulliken method, atoms 1 to 2:
1 N -0.16
2 H 0.35


Model B:
The following is a DFT calculation (ωB97M-V/def2-TZVPD) of a 2-piece molecular cluster, C3H9NO3 overall.

CARTESIAN COORDINATES (ANGSTROEM)
H (-2.83, -0.18, 1.27)
H (-1.84, -1.57, 1.11)
H (4.63, -0.19, -0.65)
C (-1.83, -0.53, 1.00)
C (0.43, 1.27, -0.51)
O (-0.98, 0.15, 1.89)
H (-2.38, 0.49, -0.86)
H (0.47, -0.60, -0.73)
O (3.77, -0.58, -0.77)
H (3.05, 0.17, -0.83)
C (-1.61, -0.26, -0.53)
H (-0.30, 1.98, -0.04)
H (-1.78, -1.22, -0.99)
H (-0.22, -0.38, 2.06)
O (1.66, 1.37, -0.54)
N (-0.23, 0.09, -0.88)

SMILES: O=CNCCO.O
LUMO: 0.6 eV
Multiplicity: 1

Atomic partial charges in e from the Mulliken method, atoms 1 to 2:
1 H 0.27
2 H 0.34


It is model B that is the most stable of them.